ORCA calculation (the ωB97M-V functional and the def2-TZVPD basis) on a 13-piece molecular cluster, C26H78O13S2 overall at a distorted geometry.

Atoms and positions in Å:
C (-1.089, 3.014, 2.630)
C (-1.105, 2.746, 4.071)
O (-2.256, 2.375, 4.657)
H (-1.185, 2.229, 1.865)
H (-0.205, 3.497, 2.368)
H (-1.819, 3.844, 2.288)
H (-0.850, 3.642, 4.562)
H (-0.272, 2.190, 4.301)
H (-2.028, 2.134, 5.514)
C (2.137, 1.158, -2.866)
C (2.652, 0.974, -4.331)
O (3.432, 2.080, -4.622)
H (2.924, 1.570, -2.119)
H (1.825, 0.198, -2.375)
H (1.101, 1.764, -2.855)
H (1.805, 0.894, -4.893)
H (3.231, -0.105, -4.585)
H (4.237, 1.951, -4.148)
C (3.588, -4.890, -1.137)
C (2.521, -4.027, -1.706)
O (1.703, -4.936, -2.393)
H (4.172, -5.552, -1.950)
H (3.201, -5.881, -0.508)
H (4.242, -4.340, -0.419)
H (3.235, -3.233, -2.343)
H (2.041, -3.393, -1.000)
H (1.939, -5.046, -3.386)
C (-2.445, 4.503, -3.089)
C (-1.025, 4.347, -2.665)
O (-0.360, 5.753, -2.803)
H (-2.552, 4.479, -4.209)
H (-2.950, 5.276, -2.612)
H (-2.928, 3.572, -2.860)
H (-0.353, 3.722, -3.508)
H (-1.057, 4.037, -1.599)
H (0.183, 5.830, -3.597)
C (3.027, -4.865, 1.506)
C (2.495, -3.795, 2.425)
O (2.419, -4.324, 3.800)
H (2.891, -4.484, 0.436)
H (2.333, -5.691, 1.541)
H (4.054, -5.074, 1.560)
H (1.543, -3.637, 2.126)
H (3.027, -2.680, 2.237)
H (1.932, -3.626, 4.054)
C (-1.516, 0.548, -3.913)
C (-1.145, -0.972, -3.813)
O (-1.749, -1.556, -2.571)
H (-1.279, 1.026, -5.019)
H (-1.369, 0.904, -2.852)
H (-2.534, 1.091, -4.116)
H (-0.169, -1.044, -3.964)
H (-1.565, -1.506, -4.597)
H (-2.594, -1.905, -2.787)
C (-1.598, 5.778, -0.078)
C (-0.058, 5.655, 0.106)
O (0.422, 6.766, 0.887)
H (-1.737, 4.870, -0.394)
H (-2.018, 6.372, -0.787)
H (-2.109, 5.991, 1.041)
H (0.466, 5.827, -0.938)
H (0.096, 4.747, 0.713)
H (0.038, 7.657, 0.745)
C (-4.200, -1.688, 3.752)
C (-2.971, -0.903, 3.282)
O (-2.048, -1.934, 2.686)
H (-4.645, -1.034, 4.292)
H (-4.168, -2.673, 4.298)
H (-4.770, -1.806, 2.698)
H (-2.471, -0.670, 4.430)
H (-3.106, -0.059, 2.555)
H (-1.887, -1.573, 1.714)
C (5.726, -2.236, 1.600)
C (6.152, -0.938, 1.009)
O (4.992, -0.197, 0.580)
H (5.301, -2.045, 2.586)
H (6.717, -2.842, 1.470)
H (5.011, -2.814, 1.011)
H (6.922, -0.947, 0.249)
H (6.790, -0.412, 1.817)
H (4.365, -0.061, 1.175)
C (1.106, 0.006, 3.463)
C (2.620, 0.081, 3.863)
O (3.496, 0.460, 2.829)
H (0.677, 0.933, 2.919)
H (0.680, -0.202, 4.188)
H (0.908, -0.726, 2.809)
H (3.239, -0.817, 4.169)
H (2.841, 1.029, 4.422)
H (4.387, 0.647, 3.104)
C (-4.533, 1.238, -0.797)
C (-5.948, 1.558, -1.277)
O (-7.017, 1.008, -0.409)
H (-4.399, 1.791, 0.193)
H (-3.785, 1.382, -1.459)
H (-4.575, 0.353, -0.464)
H (-5.728, 0.977, -2.223)
H (-6.105, 2.439, -1.571)
H (-7.959, 0.821, -0.932)
C (-1.503, -4.431, -0.070)
S (-2.650, -4.157, -1.346)
O (-3.338, -5.578, -1.501)
C (-3.690, -2.999, -0.462)
H (-0.820, -5.110, -0.351)
H (-1.691, -4.505, 1.134)
H (-0.698, -3.648, -0.066)
H (-3.152, -1.884, -0.259)
H (-3.989, -3.425, 0.544)
H (-4.443, -2.972, -1.144)
C (1.490, -0.809, -0.378)
S (-0.228, -0.455, -0.927)
O (-0.995, -0.822, 0.338)
C (-0.142, 1.376, -0.962)
H (1.947, -0.081, 0.277)
H (2.151, -0.937, -1.152)
H (1.618, -1.756, 0.445)
H (0.670, 1.859, -1.478)
H (-0.131, 1.970, 0.002)
H (-1.068, 1.778, -1.719)

Force components x, y, z for each atom (eV/Å):
C -2.82 1.38 -2.55
C 0.98 2.08 -0.56
O -3.17 -1.14 -1.52
H -0.30 -0.40 0.79
H 2.07 0.67 -0.05
H 0.53 -1.40 0.81
H 0.71 1.98 0.24
H 1.72 -2.31 0.60
H 0.12 -0.78 2.42
C -1.06 -0.37 0.63
C 2.46 -2.66 2.82
O -0.38 0.45 -1.48
H -1.32 -0.28 -1.43
H 0.34 0.90 -1.10
H 3.19 -0.95 -0.89
H -2.09 0.36 -2.09
H -1.20 2.67 1.09
H 0.95 0.15 0.45
C 2.28 -4.85 0.47
C 3.72 0.46 -2.63
O -0.90 0.41 -3.05
H -0.92 2.28 1.22
H 0.59 2.70 -1.80
H 0.22 -0.61 -1.37
H -2.35 -1.71 0.81
H -1.03 0.07 0.52
H -0.42 0.57 2.77
C 0.57 -2.28 -2.70
C 2.86 1.60 -3.15
O -1.07 -1.68 0.67
H 0.15 0.85 0.99
H -0.78 1.49 0.63
H -0.59 -0.64 0.60
H -1.98 0.87 2.87
H 1.24 -0.02 -1.20
H -0.25 -0.55 0.08
C -2.16 2.46 -1.47
C 3.93 0.22 0.37
O 2.90 -1.63 -3.26
H -0.43 -0.20 3.13
H 0.28 -0.69 0.34
H 1.27 -0.67 0.55
H -3.35 0.68 -0.89
H -0.84 -2.88 1.09
H -2.99 3.40 3.17
C -1.67 1.51 -1.87
C -6.73 1.77 1.56
O 2.18 1.15 -1.41
H 1.50 -0.76 3.09
H 0.93 0.46 -2.29
H 0.19 -2.60 0.85
H 4.51 -0.61 0.67
H -0.91 -1.04 -1.68
H -1.09 -0.51 -0.68
C 1.72 2.36 6.47
C -0.48 3.70 -1.51
O 0.70 0.32 1.11
H -2.26 -5.20 -0.98
H -0.56 2.43 -1.89
H 1.27 -0.75 -3.12
H -0.98 -1.51 2.17
H 0.53 0.42 -0.65
H -0.08 -1.37 -0.49
C 1.08 -3.30 -6.77
C 3.09 -3.09 3.41
O -0.59 2.81 -2.60
H -3.89 4.08 3.70
H 0.86 1.12 -0.84
H 0.52 -0.26 2.61
H -0.77 0.42 -3.51
H -0.12 -0.63 1.24
H -0.01 -1.23 2.83
C 2.29 -1.62 -1.05
C -0.54 1.99 1.58
O 5.66 -0.65 -5.28
H 0.46 -0.62 0.15
H -1.75 0.47 1.42
H -0.10 0.42 -0.16
H -0.61 -0.43 -0.94
H -1.29 -0.21 -0.68
H -4.09 0.60 4.77
C 8.75 6.26 -10.60
C 1.48 1.51 0.44
O -0.09 0.28 -4.32
H 1.13 -1.18 1.28
H -7.66 -2.96 12.45
H -0.37 -3.03 -2.62
H -2.18 0.33 1.12
H -1.25 -1.46 1.50
H 0.21 0.08 0.70
C -3.16 7.11 3.85
C 1.44 -8.80 -0.02
O -1.79 -0.15 -2.54
H 0.60 -0.14 -1.25
H 2.22 0.72 -2.22
H 0.00 -7.21 1.96
H -1.94 0.15 0.19
H -1.43 7.33 -1.65
H 4.13 0.98 1.68
C 1.16 3.29 4.41
S -0.78 -3.64 0.17
O 0.84 3.53 0.35
C 2.71 1.74 3.28
H 1.63 -3.68 -1.12
H -0.55 -0.05 -3.22
H -1.15 0.61 -0.15
H -1.26 -3.25 -0.88
H 0.19 0.46 -1.27
H -2.86 0.77 -1.44
C -0.36 -1.94 4.44
S 1.52 0.45 2.91
O -0.03 0.53 -1.47
C -2.68 2.52 -0.46
H -0.32 0.95 0.00
H 1.37 -0.76 -1.77
H -1.14 2.12 -2.70
H 0.27 -0.73 0.34
H -0.59 -1.37 -0.58
H 2.28 -1.02 3.00

As for the HOMO energy: -8.53 eV. As for the gap between HOMO and LUMO: 0.320 hartree.

ORCA calculation (the ωB97M-V functional and the def2-TZVPD basis) on a 13-piece molecular cluster, C26H78O18 overall at a distorted geometry.

Atoms and positions in Å:
C (1.264, -1.658, -4.685)
C (2.181, -2.703, -5.302)
O (1.551, -3.126, -6.503)
H (1.655, -1.274, -3.740)
H (0.275, -2.077, -4.490)
H (1.076, -0.832, -5.372)
H (2.352, -3.471, -4.540)
H (3.167, -2.293, -5.540)
H (1.813, -4.016, -6.752)
C (-2.407, 5.474, 1.916)
C (-1.498, 4.273, 1.725)
O (-1.435, 3.884, 0.367)
H (-3.434, 5.293, 1.599)
H (-2.042, 6.337, 1.358)
H (-2.475, 5.745, 2.973)
H (-1.789, 3.497, 2.447)
H (-0.503, 4.535, 2.100)
H (-2.353, 3.847, 0.007)
C (0.456, -0.354, 0.918)
C (-0.531, 0.133, -0.141)
O (-0.171, -0.316, -1.434)
H (1.489, -0.129, 0.669)
H (0.417, -1.447, 0.982)
H (0.112, 0.060, 1.862)
H (-0.520, 1.226, -0.076)
H (-1.544, -0.177, 0.115)
H (0.493, 0.314, -1.773)
C (-3.901, -1.473, 1.344)
C (-4.732, -0.472, 2.157)
O (-4.665, -0.695, 3.544)
H (-4.297, -2.480, 1.449)
H (-2.874, -1.477, 1.717)
H (-3.891, -1.148, 0.301)
H (-5.773, -0.674, 1.876)
H (-4.524, 0.572, 1.893)
H (-3.888, -0.260, 3.925)
C (-1.129, -0.848, 4.134)
C (-1.338, 0.655, 3.963)
O (-2.591, 1.026, 4.558)
H (-1.160, -1.124, 5.195)
H (-0.143, -1.134, 3.768)
H (-1.939, -1.446, 3.720)
H (-1.426, 0.823, 2.887)
H (-0.488, 1.232, 4.326)
H (-2.412, 1.220, 5.483)
C (-3.330, -3.785, -2.541)
C (-2.484, -2.508, -2.472)
O (-1.367, -2.808, -1.645)
H (-3.554, -4.187, -1.559)
H (-2.764, -4.506, -3.137)
H (-4.219, -3.614, -3.152)
H (-3.094, -1.732, -1.994)
H (-2.161, -2.188, -3.464)
H (-0.802, -2.018, -1.579)
C (3.207, 4.993, -0.355)
C (1.739, 4.974, 0.025)
O (1.293, 3.638, -0.073)
H (3.762, 4.408, 0.381)
H (3.615, 6.003, -0.358)
H (3.371, 4.546, -1.335)
H (1.160, 5.647, -0.622)
H (1.552, 5.414, 1.013)
H (0.320, 3.581, 0.054)
C (1.979, 2.832, 3.244)
C (2.717, 1.561, 2.946)
O (2.194, 0.524, 3.783)
H (2.250, 3.668, 2.601)
H (2.099, 3.078, 4.301)
H (0.909, 2.698, 3.058)
H (3.795, 1.620, 3.127)
H (2.577, 1.261, 1.902)
H (2.478, -0.350, 3.497)
C (4.133, -0.985, 0.159)
C (4.784, 0.346, -0.190)
O (5.763, 0.162, -1.219)
O (3.467, -1.612, -0.926)
H (3.341, -0.758, 0.878)
H (4.855, -1.641, 0.655)
H (5.228, 0.792, 0.701)
H (4.014, 0.995, -0.609)
H (6.512, -0.280, -0.804)
H (4.112, -1.526, -1.646)
C (2.513, -4.090, 1.248)
C (3.924, -4.399, 0.804)
O (4.282, -5.735, 1.159)
O (2.362, -3.897, 2.656)
H (1.833, -4.886, 0.929)
H (2.124, -3.178, 0.789)
H (4.657, -3.667, 1.146)
H (3.917, -4.372, -0.288)
H (4.673, -5.708, 2.037)
H (2.123, -4.709, 3.107)
C (1.003, 2.800, -3.298)
C (0.531, 2.033, -4.507)
O (0.368, 2.934, -5.590)
O (1.339, 1.902, -2.256)
H (0.280, 3.584, -3.028)
H (1.885, 3.409, -3.544)
H (-0.410, 1.509, -4.308)
H (1.291, 1.277, -4.729)
H (0.414, 2.435, -6.408)
H (1.382, 2.447, -1.440)
C (-2.994, 2.537, -2.506)
C (-4.003, 2.550, -1.376)
O (-3.996, 3.780, -0.635)
O (-3.469, 3.223, -3.666)
H (-2.817, 1.494, -2.781)
H (-2.060, 2.991, -2.179)
H (-3.819, 1.716, -0.690)
H (-5.006, 2.349, -1.767)
H (-4.905, 3.982, -0.403)
H (-4.192, 2.698, -4.023)
C (-1.433, -4.175, 1.509)
C (-1.010, -5.114, 2.614)
O (-1.981, -6.112, 2.928)
O (-1.027, -4.736, 0.251)
H (-0.888, -3.229, 1.604)
H (-2.518, -4.062, 1.481)
H (-0.815, -4.561, 3.534)
H (-0.094, -5.646, 2.334)
H (-2.130, -6.621, 2.124)
H (-1.211, -4.035, -0.410)

Force components x, y, z for each atom (eV/Å):
C -0.14 0.11 -0.05
C -0.14 0.57 0.30
O -0.13 -0.37 0.02
H 0.07 0.04 -0.07
H 0.11 -0.25 0.11
H 0.28 0.04 -0.05
H -0.22 -0.42 -0.37
H -0.01 0.17 0.04
H 0.15 0.05 0.13
C -0.15 0.29 0.20
C -0.25 0.64 0.98
O -0.15 -0.39 0.07
H 0.05 -0.22 -0.13
H 0.04 -0.02 0.01
H 0.17 0.00 -0.04
H -0.33 -0.44 -0.58
H 0.19 0.07 -0.59
H 0.55 0.16 0.35
C -0.87 -0.74 -0.30
C 0.93 0.38 0.54
O -0.34 0.10 -0.02
H -0.09 0.49 0.02
H -0.10 0.01 0.10
H 0.60 0.01 0.16
H -0.17 0.13 -0.36
H -0.05 -0.27 -0.22
H -0.09 -0.06 -0.21
C 0.30 0.84 0.44
C -0.53 -0.74 -0.35
O 0.05 -0.08 0.20
H -0.08 -0.01 -0.10
H 0.04 -0.05 -0.17
H 0.00 -0.28 -0.10
H -0.02 0.33 0.10
H 0.22 -0.05 0.03
H -0.12 0.16 -0.09
C 0.29 0.04 1.02
C -0.43 -1.16 -0.48
O 0.45 0.46 -0.05
H 0.21 0.24 0.05
H -0.15 -0.20 -0.21
H 0.14 0.14 -0.50
H -0.18 0.44 0.09
H -0.10 0.03 0.19
H -0.21 -0.06 0.02
C 0.66 0.39 -1.33
C -0.64 -0.70 0.87
O 0.12 0.27 -0.18
H -0.11 0.02 0.06
H 0.06 -0.27 0.39
H -0.23 0.12 0.40
H 0.16 0.24 -0.20
H -0.04 0.06 -0.03
H 0.07 0.05 -0.12
C 0.00 -0.03 0.48
C -0.13 0.81 -0.49
O -0.58 -0.54 0.18
H 0.10 -0.01 -0.08
H -0.08 0.03 0.00
H -0.11 0.01 -0.05
H 0.04 -0.29 -0.32
H 0.30 -0.41 0.26
H 0.30 0.33 -0.05
C -0.53 0.07 0.20
C 0.27 -0.99 -0.37
O -0.41 0.26 0.32
H 0.43 -0.05 0.09
H 0.05 0.22 -0.07
H 0.03 -0.21 0.07
H 0.00 0.37 -0.02
H 0.02 0.26 -0.06
H 0.15 0.10 -0.17
C -0.70 0.51 0.66
C -0.15 -0.62 -0.60
O -0.06 0.01 0.27
O 1.00 0.38 -0.14
H 0.17 -0.17 0.25
H 0.07 -0.12 -0.15
H -0.08 0.10 0.05
H 0.12 0.19 0.02
H 0.06 0.02 -0.18
H -0.34 -0.19 -0.19
C -0.73 0.12 0.23
C -0.52 -0.46 -0.49
O 0.30 0.26 0.25
O 0.34 0.35 0.29
H 0.20 -0.08 -0.17
H 0.32 0.03 -0.13
H -0.05 -0.06 0.23
H 0.07 0.07 0.02
H -0.06 -0.09 -0.01
H 0.03 -0.17 -0.23
C 0.38 1.01 -0.27
C 0.17 -0.29 -0.12
O 0.10 0.13 0.10
O -0.38 0.20 0.50
H -0.33 -0.49 0.33
H 0.08 -0.34 -0.32
H 0.01 0.01 0.19
H -0.02 0.01 -0.03
H -0.04 0.01 -0.03
H 0.20 -0.17 -0.21
C -0.67 -0.08 -0.32
C -0.29 -0.48 0.26
O -0.07 -0.29 -0.48
O 0.28 0.16 0.40
H 0.26 -0.11 0.24
H 0.05 0.06 -0.17
H 0.31 0.04 0.08
H 0.04 0.21 -0.16
H 0.09 0.19 0.15
H 0.01 0.06 -0.10
C 0.82 -0.47 -0.94
C -0.11 -0.47 0.26
O -0.13 0.16 -0.08
O -0.26 0.17 0.20
H -0.40 0.19 0.35
H 0.01 0.33 0.47
H -0.14 -0.03 0.04
H 0.17 0.39 -0.16
H 0.00 0.00 0.03
H 0.16 -0.45 -0.07

As for the HOMO energy: -9.54 eV. As for the gap between HOMO and LUMO: 0.361 hartree.